Below is a single C5H11N molecule in a non-equilibrium geometry, with properties calculated with the ωB97M-V functional and the def2-TZVPD basis.

Last column: Mulliken charge in e.
Atoms and positions in Å:
C  -0.75  -1.37  0.52  -1.265
C  -0.76  0.08  0.11  0.279
C  0.33  0.38  -0.89  -0.554
C  1.78  0.26  -0.36  -0.074
C  2.02  0.62  0.98  -0.992
N  -2.17  0.41  -0.29  -0.661
H  -1.69  -1.56  1.13  0.319
H  0.08  -1.55  1.19  0.367
H  -0.88  -1.87  -0.49  0.334
H  -0.45  0.70  1.02  0.201
H  0.19  -0.33  -1.69  0.269
H  0.10  1.36  -1.36  0.294
H  2.57  0.02  -1.12  0.329
H  2.87  0.30  1.49  0.326
H  1.53  1.43  1.36  0.340
H  -2.40  -0.27  -0.99  0.248
H  -2.34  1.41  -0.60  0.237

structure (SMILES): C=CC[C@H](C)N
charge: 0



Below is a single C5H11N molecule in a non-equilibrium geometry, with properties calculated with the ωB97M-V functional and the def2-TZVPD basis.

Last column: Mulliken charge in e.
Atoms and positions in Å:
C  1.51  -0.43  0.42  -0.461
C  -0.89  -1.32  -0.36  -1.205
C  -0.14  0.98  -1.11  -1.566
C  -0.91  0.73  1.16  -1.653
C  -0.24  0.03  0.02  1.239
N  2.45  -0.14  -0.33  -0.511
H  1.36  -0.81  1.39  0.502
H  -1.84  -1.30  -0.93  0.357
H  -0.14  -1.62  -1.12  0.323
H  -0.90  -2.08  0.48  0.349
H  -1.09  1.51  -1.34  0.375
H  0.65  1.67  -0.80  0.399
H  0.28  0.44  -1.92  0.419
H  -0.19  1.37  1.67  0.395
H  -1.79  1.25  0.87  0.438
H  -1.42  0.11  1.91  0.369
H  3.32  -0.40  -0.01  0.231

2S+1: 3
charge: 0



Below is an isolated ion of composition C5H11N2 and charge +1 in a non-equilibrium geometry, with properties calculated with the ωB97M-V functional and the def2-TZVPD basis.

Last column: Mulliken charge in e.
Atoms and positions in Å:
C  -0.40  1.27  1.58  -1.022
C  -0.04  0.66  0.45  0.081
C  -1.15  0.33  -0.48  0.843
C  1.71  -1.49  0.24  -0.969
C  1.68  0.01  0.01  -0.624
N  -2.08  1.21  -0.80  -0.305
N  -1.15  -0.90  -1.04  -0.334
H  0.28  1.80  2.24  0.316
H  -1.34  1.53  1.72  0.380
H  2.03  -2.16  -0.58  0.346
H  0.73  -1.75  0.51  0.450
H  2.37  -1.79  1.12  0.289
H  1.85  0.23  -1.06  0.277
H  2.30  0.57  0.53  0.531
H  -2.35  1.98  -0.25  0.222
H  -2.68  0.98  -1.57  0.237
H  -0.34  -1.40  -0.61  0.012
H  -1.43  -1.08  -2.00  0.272

structure (SMILES): C=C(CC)C(N)=[NH2+]
charge: +1



Below is a 2-piece molecular cluster, C5H11N2 overall in a non-equilibrium geometry, with properties calculated with the ωB97M-V functional and the def2-TZVPD basis.

Last column: Mulliken charge in e.
Atoms and positions in Å:
C  2.39  0.81  0.87  -0.196
C  -1.30  -0.79  -0.06  -0.192
C  -2.58  -0.41  0.70  -0.439
C  1.84  -0.93  -0.49  -1.136
C  -1.81  1.57  -0.74  -0.137
N  -1.99  0.47  -0.27  0.143
N  1.50  0.06  0.48  -0.304
H  2.44  1.65  1.66  0.213
H  3.31  0.69  0.39  0.200
H  -0.38  -0.81  0.53  0.314
H  -1.49  -1.37  -1.07  0.304
H  -3.64  -0.58  0.38  0.291
H  -2.47  -0.30  1.80  0.273
H  1.15  -0.76  -1.31  0.322
H  1.52  -1.86  -0.05  0.356
H  2.81  -1.03  -0.87  0.454
H  -0.97  1.92  -1.50  0.261
H  -2.58  2.38  -0.59  0.273

charge: +1



Below is a 2-piece molecular cluster, C5H11N2 overall in a non-equilibrium geometry, with properties calculated with the ωB97M-V functional and the def2-TZVPD basis.

Last column: Mulliken charge in e.
Atoms and positions in Å:
C  2.79  -0.65  0.54  -0.014
C  1.94  -0.91  -0.40  -0.268
C  -2.19  -0.97  0.06  -1.267
C  -1.68  0.48  0.22  -0.282
C  -0.17  0.70  0.43  -0.073
N  2.57  0.46  -0.43  -0.168
N  0.50  1.60  -0.19  -0.569
H  2.94  -0.81  1.62  0.287
H  1.44  -1.40  -1.16  0.422
H  -1.66  -1.78  0.55  0.370
H  -1.96  -1.37  -0.90  0.345
H  -3.26  -1.15  0.36  0.314
H  -2.04  1.03  -0.74  0.267
H  -2.29  0.86  1.02  0.311
H  0.22  0.01  1.16  0.467
H  1.88  1.24  -0.32  0.339
H  -0.08  2.12  -0.89  0.232
H  3.28  0.66  -1.13  0.289

charge: +1



Below is an isolated ion of composition C5H11N2 and charge +1 in a non-equilibrium geometry, with properties calculated with the ωB97M-V functional and the def2-TZVPD basis.

Last column: Mulliken charge in e.
Atoms and positions in Å:
C  0.55  1.39  -0.07  -0.973
C  1.70  0.52  0.39  0.255
C  1.93  -0.73  -0.43  -0.522
C  -1.57  0.29  -0.47  0.272
C  -2.56  -0.75  -0.12  -1.189
N  1.36  -0.73  0.90  -0.529
N  -0.66  0.72  0.34  -0.004
H  0.53  2.40  0.38  0.380
H  0.55  1.29  -1.26  0.315
H  2.53  1.04  0.83  0.426
H  2.89  -1.18  -0.46  0.346
H  -1.47  0.59  -1.49  0.397
H  -2.83  -0.78  0.96  0.339
H  -2.32  -1.80  -0.39  0.312
H  -3.43  -0.49  -0.60  0.399
H  1.85  -1.16  1.66  0.214
H  -0.35  0.19  1.18  0.383
H  1.29  -0.82  -1.34  0.179

structure (SMILES): C/C=[NH+]/C[C@@H]1CN1
charge: +1



Below is an isolated ion of composition C5H11N2 and charge +1 in a non-equilibrium geometry, with properties calculated with the ωB97M-V functional and the def2-TZVPD basis.

Last column: Mulliken charge in e.
Atoms and positions in Å:
C  1.14  0.38  1.30  -0.001
C  0.03  -0.62  1.09  -0.439
C  -0.16  0.34  -0.01  0.120
C  0.85  0.41  -1.27  -1.340
C  -1.58  -0.39  -0.75  -0.515
N  -2.59  -0.24  0.25  -0.460
N  2.29  -0.03  0.71  -0.479
H  -0.80  1.26  0.33  0.309
H  1.02  1.05  2.17  0.406
H  -0.83  -0.67  1.78  0.367
H  0.62  -1.67  0.94  0.314
H  0.29  0.84  -2.13  0.500
H  1.66  1.03  -1.01  0.477
H  -1.49  0.37  -1.51  0.453
H  -1.37  -1.39  -1.33  0.344
H  3.05  -0.28  1.31  0.253
H  1.11  -0.66  -1.46  0.354
H  -3.26  0.28  -0.39  0.335

charge: +1



Below is C5H11N2O as an isolated structure in a non-equilibrium geometry, with properties calculated with the ωB97M-V functional and the def2-TZVPD basis.

Last column: Mulliken charge in e.
Atoms and positions in Å:
C  2.22  0.84  -0.56  -0.484
O  3.45  1.29  -0.27  -0.853
C  1.11  1.09  0.54  -0.503
C  -0.17  0.51  0.16  0.141
C  -1.55  0.63  0.94  -0.437
N  -0.48  -1.73  0.59  -0.739
C  -1.72  -1.56  0.43  -0.181
N  -2.49  -0.42  0.47  -0.662
H  2.32  -0.27  -0.75  0.175
H  1.77  1.23  -1.52  0.183
H  1.56  0.79  1.50  0.303
H  1.05  2.19  0.67  0.272
H  -0.16  -0.64  0.67  0.473
H  -0.28  0.30  -0.91  0.196
H  -1.22  0.56  1.97  0.373
H  -2.05  1.56  0.68  0.370
H  -0.71  -1.74  -2.52  -0.074
H  -0.22  -2.27  -2.32  0.060
H  -2.43  -2.36  0.22  0.388

charge: -1



Below is an isolated ion of composition C5H11N2O and charge +1 in a non-equilibrium geometry, with properties calculated with the ωB97M-V functional and the def2-TZVPD basis.

Last column: Mulliken charge in e.
Atoms and positions in Å:
C  -1.08  -0.13  -0.32  0.221
C  0.24  0.47  -0.05  0.264
C  1.50  -0.47  -0.05  -0.659
C  0.18  1.19  1.34  -1.167
C  2.09  -0.95  -1.16  -0.835
N  -1.45  -1.31  0.22  -0.154
N  -1.93  0.56  -1.03  -0.332
O  -0.48  -1.97  1.06  -0.340
H  0.60  1.28  -0.68  0.616
H  2.00  -0.51  0.86  0.491
H  -0.78  1.30  1.82  0.316
H  0.70  2.14  1.31  0.359
H  0.80  0.65  2.05  0.350
H  1.59  -0.91  -2.15  0.227
H  0.39  -1.61  0.75  0.441
H  3.07  -1.25  -1.16  0.365
H  -2.09  -1.96  -0.27  0.294
H  -1.58  1.38  -1.54  0.287
H  -2.92  0.23  -1.15  0.256

structure (SMILES): C=C[C@H](C)C(=[NH2+])NO
charge: +1



Below is a 2-piece molecular cluster, C5H11N2O overall in a non-equilibrium geometry, with properties calculated with the ωB97M-V functional and the def2-TZVPD basis.

Last column: Mulliken charge in e.
Atoms and positions in Å:
C  -2.47  -1.77  0.46  -1.116
C  -1.11  -1.63  1.17  -0.445
C  -0.17  -0.70  0.47  0.371
C  -0.47  0.54  0.00  -0.493
N  0.69  1.08  -0.49  0.108
C  1.67  0.20  -0.36  -0.211
N  1.17  -0.86  0.25  -0.009
H  -2.89  -0.80  0.25  0.330
H  -2.37  -2.29  -0.49  0.324
H  -3.12  -2.36  1.10  0.343
H  -0.62  -2.60  1.31  0.328
H  -1.36  -1.25  2.16  0.280
H  -1.40  1.09  0.02  0.410
H  0.90  1.93  -0.94  0.171
H  2.71  0.42  -0.50  0.387
H  1.68  -1.72  0.44  0.247
H  3.03  3.71  -1.22  0.338
H  1.73  3.82  -1.96  0.328
O  2.38  3.16  -1.67  -0.691

charge: +1



Below is a 2-piece molecular cluster, C5H11N2O overall in a non-equilibrium geometry, with properties calculated with the ωB97M-V functional and the def2-TZVPD basis.

Last column: Mulliken charge in e.
Atoms and positions in Å:
C  -3.05  -0.03  -0.15  -1.109
C  -1.91  0.52  0.81  -0.465
C  -0.62  -0.07  0.57  0.421
C  0.46  0.59  -0.08  -0.580
N  1.59  -0.04  0.33  -0.092
C  1.27  -1.15  1.10  -0.246
N  -0.09  -1.16  1.18  -0.080
H  -3.94  0.68  -0.43  0.303
H  -2.60  -0.05  -1.07  0.404
H  -3.47  -0.97  0.22  0.312
H  -2.37  0.18  1.84  0.276
H  -1.69  1.69  0.85  0.342
H  0.29  1.48  -0.55  0.452
H  2.63  0.12  -0.07  0.334
H  1.94  -1.93  1.56  0.372
H  -0.64  -1.67  1.94  0.344
H  3.66  1.11  -3.08  0.334
H  4.78  0.38  -2.46  0.343
O  3.76  0.34  -2.48  -0.665

charge: +1



Below is an isolated ion of composition C5H11N2O and charge +1 in a non-equilibrium geometry, with properties calculated with the ωB97M-V functional and the def2-TZVPD basis.

Last column: Mulliken charge in e.
Atoms and positions in Å:
C  1.29  -1.04  -0.46  0.274
C  0.68  -2.04  0.34  -0.559
C  -0.36  -1.51  1.50  -0.387
C  -2.09  1.23  0.16  -0.753
C  2.15  1.06  -1.60  -0.725
N  -1.08  0.67  1.06  -0.371
N  1.63  -0.07  -0.99  0.156
O  -1.38  -0.71  1.06  -0.177
H  1.58  -2.60  0.81  0.334
H  0.10  -2.82  -0.31  0.332
H  0.15  -0.99  2.31  0.413
H  -0.94  -2.41  1.67  0.268
H  -3.14  0.97  0.50  0.332
H  -2.16  2.36  0.13  0.296
H  -1.87  0.95  -0.89  0.256
H  2.48  0.98  -2.54  0.392
H  1.35  1.83  -1.63  0.302
H  3.06  1.42  -1.13  0.345
H  -1.27  1.06  2.03  0.271

structure (SMILES): C[N+]#CCCONC
charge: +1



Total energy list, top to bottom, in Eh: -251.77979 -251.62614 -306.30416 -306.21441 -306.20703 -306.29979 -306.01180 -381.65922 -381.51952 -381.65885 -381.58496 -381.47492
Energy relative to the best compared isomer or geometry (same formula, charge and spin) list, top to bottom, in kcal/mol: 51.92 31.34 49.77 106.09 110.72 52.51 233.23 116.73 90.64 3.21 49.57 118.63